# 1
{
  "formula": "C114H114",
  "method": "the ωB97M-V functional and the def2-TZVPD basis",
  "elements": ["C", "C", "C", "C", "C", "C", "H", "H", "H", "H", "H", "H", "C", "C", "C", "C", "C", "C", "H", "H", "H", "H", "H", "H", "C", "C", "C", "C", "C", "C", "H", "H", "H", "H", "H", "H", "C", "C", "C", "C", "C", "C", "H", "H", "H", "H", "H", "H", "C", "C", "C", "C", "C", "C", "H", "H", "H", "H", "H", "H", "C", "C", "C", "C", "C", "C", "H", "H", "H", "H", "H", "H", "C", "C", "C", "C", "C", "C", "H", "H", "H", "H", "H", "H", "C", "C", "C", "C", "C", "C", "H", "H", "H", "H", "H", "H", "C", "C", "C", "C", "C", "C", "H", "H", "H", "H", "H", "H", "C", "C", "C", "C", "C", "C", "H", "H", "H", "H", "H", "H", "C", "C", "C", "C", "C", "C", "H", "H", "H", "H", "H", "H", "C", "C", "C", "C", "C", "C", "H", "H", "H", "H", "H", "H", "C", "C", "C", "C", "C", "C", "H", "H", "H", "H", "H", "H", "C", "C", "C", "C", "C", "C", "H", "H", "H", "H", "H", "H", "C", "C", "C", "C", "C", "C", "H", "H", "H", "H", "H", "H", "C", "C", "C", "C", "C", "C", "H", "H", "H", "H", "H", "H", "C", "C", "C", "C", "C", "C", "H", "H", "H", "H", "H", "H", "C", "C", "C", "C", "C", "C", "H", "H", "H", "H", "H", "H", "C", "C", "C", "C", "C", "C", "H", "H", "H", "H", "H", "H"],
  "positions_angstrom": [[-7.26, -32.28, -2.62], [-8.55, -32.32, -3.19], [-9.65, -32.00, -2.45], [-9.60, -31.82, -1.11], [-8.34, -31.73, -0.53], [-7.19, -32.02, -1.26], [-6.42, -32.31, -3.23], [-8.64, -32.57, -4.24], [-10.68, -32.08, -2.84], [-10.47, -31.82, -0.53], [-8.23, -31.52, 0.53], [-6.27, -32.10, -0.70], [-9.62, -28.60, 0.69], [-8.33, -28.13, 0.85], [-7.56, -28.56, 1.88], [-8.05, -29.54, 2.74], [-9.33, -30.05, 2.58], [-10.11, -29.57, 1.59], [-10.17, -28.22, -0.17], [-8.00, -27.34, 0.21], [-6.56, -28.13, 2.06], [-7.44, -29.89, 3.55], [-9.73, -30.70, 3.33], [-11.14, -29.85, 1.52], [-6.98, -27.97, -9.43], [-7.03, -27.91, -10.81], [-6.89, -29.06, -11.58], [-6.59, -30.29, -11.01], [-6.53, -30.31, -9.62], [-6.67, -29.17, -8.80], [-7.10, -27.04, -8.88], [-7.29, -26.97, -11.32], [-6.90, -29.00, -12.68], [-6.30, -31.20, -11.51], [-6.35, -31.31, -9.21], [-6.60, -29.20, -7.70], [-9.28, -31.89, -9.17], [-10.30, -32.66, -9.68], [-10.55, -33.93, -9.17], [-9.90, -34.35, -8.09], [-8.89, -33.56, -7.50], [-8.53, -32.34, -8.06], [-9.08, -30.88, -9.68], [-10.86, -32.20, -10.50], [-11.40, -34.46, -9.62], [-10.15, -35.29, -7.64], [-8.40, -33.88, -6.63], [-7.80, -31.58, -7.66], [-5.61, -21.16, -4.12], [-4.65, -20.16, -4.34], [-3.70, -20.39, -5.33], [-3.65, -21.53, -6.09], [-4.65, -22.44, -5.90], [-5.62, -22.31, -4.92], [-6.34, -21.06, -3.34], [-4.63, -19.21, -3.82], [-2.91, -19.62, -5.39], [-2.83, -21.58, -6.82], [-4.62, -23.30, -6.56], [-6.30, -23.09, -4.70], [-4.45, -26.15, 1.59], [-5.63, -25.59, 1.07], [-6.65, -25.22, 1.91], [-6.48, -25.39, 3.25], [-5.35, -25.93, 3.78], [-4.34, -26.41, 2.95], [-3.62, -26.29, 0.82], [-5.69, -25.62, -0.01], [-7.57, -24.82, 1.55], [-7.24, -25.06, 3.91], [-5.30, -25.98, 4.86], [-3.37, -26.70, 3.32], [-11.67, -26.84, -11.40], [-10.82, -26.05, -10.65], [-10.17, -26.55, -9.55], [-10.33, -27.86, -9.16], [-11.16, -28.66, -9.93], [-11.91, -28.14, -10.98], [-12.08, -26.36, -12.28], [-10.60, -24.99, -10.91], [-9.54, -25.88, -9.00], [-9.78, -28.33, -8.32], [-11.33, -29.68, -9.63], [-12.55, -28.87, -11.47], [-16.19, -25.88, -5.54], [-15.87, -26.80, -6.51], [-15.18, -26.39, -7.67], [-14.73, -25.07, -7.74], [-14.92, -24.20, -6.69], [-15.72, -24.56, -5.61], [-16.73, -26.19, -4.67], [-16.09, -27.85, -6.35], [-15.02, -27.05, -8.56], [-14.11, -24.81, -8.61], [-14.56, -23.21, -6.68], [-15.90, -23.84, -4.82], [-3.01, -31.06, -3.95], [-4.37, -30.94, -4.27], [-4.89, -31.70, -5.33], [-4.05, -32.58, -6.01], [-2.68, -32.62, -5.71], [-2.20, -31.93, -4.64], [-2.56, -30.54, -3.07], [-5.04, -30.37, -3.60], [-5.93, -31.67, -5.55], [-4.41, -33.25, -6.81], [-2.04, -33.29, -6.30], [-1.16, -32.08, -4.31], [-10.44, -21.87, -7.21], [-11.11, -22.94, -7.69], [-11.20, -24.10, -6.93], [-10.46, -24.26, -5.77], [-9.71, -23.16, -5.26], [-9.70, -21.98, -6.03], [-10.39, -20.98, -7.84], [-11.66, -22.94, -8.64], [-11.90, -24.85, -7.21], [-10.44, -25.22, -5.27], [-9.12, -23.33, -4.37], [-9.15, -21.09, -5.72], [-2.97, -28.00, -6.66], [-3.58, -27.43, -7.77], [-3.54, -26.04, -7.92], [-2.87, -25.24, -6.97], [-2.44, -25.80, -5.76], [-2.42, -27.15, -5.67], [-3.14, -29.07, -6.57], [-4.05, -28.01, -8.55], [-3.98, -25.55, -8.80], [-2.83, -24.20, -7.13], [-1.95, -25.16, -5.04], [-2.05, -27.64, -4.78], [-11.90, -32.12, -6.32], [-13.01, -32.51, -5.60], [-14.11, -31.67, -5.51], [-14.07, -30.40, -6.04], [-12.92, -29.98, -6.73], [-11.90, -30.86, -6.93], [-11.11, -32.84, -6.54], [-13.01, -33.46, -5.13], [-15.03, -31.97, -5.00], [-14.91, -29.74, -5.94], [-12.89, -29.00, -7.17], [-11.07, -30.62, -7.55], [-6.72, -22.91, -9.38], [-6.14, -23.50, -10.50], [-6.93, -23.60, -11.64], [-8.26, -23.09, -11.68], [-8.77, -22.52, -10.54], [-8.03, -22.46, -9.36], [-6.05, -22.75, -8.49], [-5.14, -23.89, -10.60], [-6.44, -24.09, -12.46], [-8.88, -23.19, -12.56], [-9.85, -22.31, -10.56], [-8.40, -22.01, -8.46], [-4.89, -27.72, -1.52], [-4.77, -28.72, -0.54], [-3.50, -29.14, -0.22], [-2.35, -28.63, -0.80], [-2.55, -27.63, -1.78], [-3.81, -27.16, -2.17], [-5.89, -27.31, -1.76], [-5.70, -29.08, -0.08], [-3.37, -29.95, 0.45], [-1.31, -28.95, -0.50], [-1.64, -27.34, -2.32], [-3.96, -26.40, -2.95], [-1.28, -21.73, -1.01], [-2.61, -21.70, -0.53], [-3.55, -22.52, -1.19], [-3.22, -23.15, -2.39], [-1.94, -22.97, -2.95], [-0.97, -22.35, -2.21], [-0.48, -21.35, -0.34], [-2.79, -21.26, 0.42], [-4.61, -22.63, -0.88], [-3.86, -23.69, -3.02], [-1.64, -23.47, -3.84], [0.05, -22.41, -2.58], [-7.71, -25.66, -2.58], [-9.07, -25.90, -2.46], [-9.85, -25.01, -1.76], [-9.35, -23.77, -1.31], [-7.96, -23.48, -1.52], [-7.11, -24.44, -2.15], [-7.04, -26.41, -3.07], [-9.49, -26.82, -2.78], [-10.86, -25.25, -1.50], [-10.02, -23.15, -0.71], [-7.67, -22.61, -0.98], [-6.05, -24.31, -2.20], [-14.71, -21.19, -2.86], [-13.80, -21.39, -3.91], [-13.15, -22.61, -4.00], [-13.47, -23.66, -3.18], [-14.41, -23.49, -2.18], [-15.02, -22.26, -2.02], [-15.21, -20.21, -2.77], [-13.56, -20.61, -4.65], [-12.39, -22.77, -4.76], [-12.83, -24.54, -3.25], [-14.77, -24.26, -1.53], [-15.61, -22.16, -1.14], [-11.73, -28.26, -3.96], [-13.01, -27.86, -4.09], [-13.93, -28.25, -3.13], [-13.56, -29.06, -2.06], [-12.19, -29.45, -1.95], [-11.30, -29.03, -2.86], [-10.99, -27.89, -4.67], [-13.32, -27.22, -4.94], [-15.00, -28.00, -3.28], [-14.26, -29.45, -1.30], [-11.91, -30.23, -1.22], [-10.25, -29.33, -2.83], [-7.30, -26.36, -6.19], [-8.38, -27.21, -6.13], [-8.32, -28.31, -5.34], [-7.11, -28.74, -4.75], [-6.03, -27.88, -4.85], [-6.12, -26.67, -5.49], [-7.35, -25.38, -6.61], [-9.34, -26.90, -6.61], [-9.29, -28.86, -5.14], [-6.99, -29.69, -4.20], [-5.03, -28.22, -4.52], [-5.30, -25.98, -5.66]],
  "charge": 0,
  "total_energy_ev": -120064.2621,
  "gap_ev": 9.57,
  "homo_ha": -0.32775
}

# 2
{
  "formula": "C10H40N16O10",
  "method": "the ωB97M-V functional and the def2-TZVPD basis",
  "elements": ["N", "C", "N", "O", "H", "H", "H", "H", "N", "C", "N", "O", "H", "H", "H", "H", "N", "C", "N", "O", "H", "H", "H", "H", "N", "C", "N", "O", "H", "H", "H", "H", "N", "C", "N", "O", "H", "H", "H", "H", "N", "C", "N", "O", "H", "H", "H", "H", "N", "C", "N", "O", "H", "H", "H", "H", "N", "C", "N", "O", "H", "H", "H", "H", "C", "O", "H", "H", "H", "H", "C", "O", "H", "H", "H", "H"],
  "positions_angstrom": [[5.22, -17.86, -8.48], [4.72, -17.13, -7.54], [4.33, -15.93, -7.79], [4.67, -17.64, -6.28], [5.87, -18.57, -8.03], [5.23, -17.68, -9.50], [4.18, -15.36, -6.89], [4.13, -15.51, -8.74], [7.70, -11.67, -12.36], [6.73, -12.03, -11.60], [6.66, -11.38, -10.46], [5.82, -12.96, -11.96], [7.76, -12.04, -13.31], [8.60, -11.47, -11.94], [5.86, -11.64, -9.88], [7.45, -10.99, -9.94], [8.82, -11.58, -8.55], [8.43, -11.04, -7.44], [8.47, -9.70, -7.50], [7.90, -11.82, -6.38], [8.60, -12.60, -8.70], [9.39, -11.11, -9.26], [8.25, -9.11, -6.66], [8.38, -9.28, -8.41], [8.71, -14.26, -8.98], [7.48, -14.68, -9.14], [6.82, -14.69, -7.99], [6.95, -14.92, -10.39], [9.22, -14.23, -9.84], [9.20, -14.36, -8.11], [5.90, -15.24, -8.06], [7.24, -14.52, -7.06], [5.43, -11.46, -2.63], [6.36, -11.75, -3.56], [6.22, -10.99, -4.57], [7.25, -12.74, -3.49], [5.66, -11.90, -1.72], [4.85, -10.63, -2.47], [6.81, -11.26, -5.35], [5.37, -10.59, -4.85], [1.68, -10.10, -10.92], [2.32, -10.73, -10.04], [3.37, -11.39, -10.47], [2.04, -10.67, -8.70], [0.78, -9.73, -10.67], [1.81, -10.18, -11.96], [3.90, -11.84, -9.68], [3.56, -11.74, -11.40], [3.30, -12.45, -4.34], [3.17, -13.38, -5.26], [2.05, -13.17, -5.89], [4.06, -14.41, -5.47], [4.08, -12.32, -3.74], [2.51, -11.83, -4.24], [2.04, -13.65, -6.78], [1.62, -12.21, -5.86], [1.66, -9.92, -3.97], [2.05, -9.88, -5.19], [1.35, -10.50, -6.04], [3.30, -9.33, -5.50], [2.19, -9.50, -3.21], [0.66, -10.00, -3.77], [1.74, -10.48, -7.01], [0.34, -10.40, -6.00], [4.94, -8.15, -8.14], [5.17, -7.75, -6.76], [4.27, -9.01, -8.19], [5.83, -8.24, -8.73], [4.44, -7.31, -8.55], [4.35, -7.91, -6.24], [5.03, -11.70, -7.67], [5.00, -12.65, -8.67], [5.50, -12.11, -6.75], [4.08, -11.41, -7.32], [5.61, -10.80, -7.97], [5.72, -13.27, -8.45]],
  "charge": 0,
  "e_above_lowest_kcal_mol": 216.1,
  "total_energy_ev": -55334.7770,
  "smiles": "NC(N)=O.NC(N)=O.NC(N)=O.NC(N)=O.NC(N)=O.NC(N)=O.NC(N)=O.NC(N)=O.CO.CO",
  "gap_ev": 8.22,
  "homo_ha": -0.30431
}

# 3
{
  "formula": "C4H9N2O",
  "method": "the ωB97M-V functional and the def2-TZVPD basis",
  "elements": ["C", "C", "C", "C", "N", "N", "O", "H", "H", "H", "H", "H", "H", "H", "H", "H"],
  "positions_angstrom": [[-1.34, 0.13, -0.43], [-1.68, 1.33, -0.06], [-0.74, -1.12, 0.38], [1.93, -0.30, 0.36], [1.87, 0.65, -0.69], [0.67, -1.28, 0.02], [1.48, 1.05, 0.75], [-1.42, -0.08, -1.46], [0.44, 1.21, 0.79], [-2.15, 2.10, -0.68], [-1.50, 1.64, 0.92], [-0.82, -1.07, 1.54], [-1.29, -1.96, 0.16], [2.76, 1.19, -0.89], [0.94, -2.33, 0.25], [0.86, -1.17, -0.94]],
  "charge": 1,
  "e_above_lowest_kcal_mol": 196.7,
  "total_energy_ev": -9307.4867,
  "gap_ev": 9.47,
  "homo_ha": -0.49798
}